The molecule C5H11NO. Source: OMol25; level of theory: ωB97M-V with the def2-TZVPD basis set.

Properties
Energy = -8898.5377 eV
E_HOMO = -6.76 eV
Gap between HOMO and LUMO = 7.7 eV
Energy above the lowest of the compared OMol25 structures with the same formula, charge and spin = 304.9 kJ/mol
LUMO energy = 0.9 eV
Charge = 0

Last columns: bonded neighbours and bond lengths (Å).
Atoms and positions in Å:
1 C 2.18 -0.64 -0.19  C2 1.522, H8 1.095, H9 1.094, H10 1.093
2 C 0.94 -0.82 -1.05  C1 1.522, N3 1.482, H11 1.093, H12 1.092
3 N -0.31 -0.47 -0.32  C2 1.482, C4 1.334, C5 1.335
4 C -0.98 -1.49 0.23  N3 1.334, H13 1.079, H14 1.080
5 C -0.62 0.82 -0.27  N3 1.335, C6 1.487, H15 1.083
6 C -1.68 1.34 0.64  C5 1.487, O7 1.420, H16 1.099, H17 1.107
7 O -1.36 2.65 1.10  C6 1.420, H18 0.966
8 H 3.07 -0.87 -0.78  C1 1.095
9 H 2.16 -1.32 0.68  C1 1.094
10 H 2.26 0.39 0.18  C1 1.093
11 H 0.98 -0.17 -1.92  C2 1.093
12 H 0.83 -1.85 -1.40  C2 1.092
13 H -1.96 -1.32 0.64  C4 1.079
14 H -0.50 -2.45 0.29  C4 1.080
15 H -0.11 1.49 -0.96  C5 1.083
16 H -2.66 1.45 0.16  C6 1.099
17 H -1.81 0.63 1.48  C6 1.107
18 H -0.47 2.58 1.49  O7 0.966